C3H7NO3 | the ωB97M-V functional and the def2-TZVPD basis

```
14
Properties=species:S:1:pos:R:3:forces:R:3:mulliken_charge:R:1
N 1.967724 -0.937428 0.076401 -0.39 -0.42 0.12 -0.360
C 1.637308 0.361432 0.186720 -0.06 1.66 -2.30 0.519
O 2.403284 1.268914 0.397008 -0.05 -0.10 0.43 -0.578
C 0.049214 0.723721 -0.369579 2.95 -1.37 1.98 -0.308
C -0.417529 0.056644 0.857558 -3.38 -0.97 -1.36 -0.016
O -0.642603 -1.160835 0.895992 0.59 1.37 0.59 -0.621
H 2.921699 -1.210154 0.248700 -0.06 0.09 0.17 0.236
H 1.221193 -1.616259 0.183157 0.27 0.04 -0.14 0.248
H -0.059600 1.806412 -0.396478 0.11 -0.32 -0.07 0.309
H -0.081513 0.141429 -1.281096 -0.11 0.27 0.26 0.213
H -0.785055 0.736725 1.643191 0.66 -0.22 0.49 0.356
O -2.581221 0.268116 -0.696090 -0.29 -0.31 0.50 -0.619
H -2.632809 -0.571535 -0.200618 -0.01 0.46 -0.53 0.329
H -3.000093 0.132817 -1.544866 -0.23 -0.18 -0.14 0.292
```
Positions in Å, forces in eV/Å.

Calculated values
Relative energy (zero: lowest compared OMol25 entry of this formula, charge and spin) in kcal per mole: 49.2
Frontier orbital gap in eV: 9.974
Spin multiplicity: 1
F_max in eV Å⁻¹: 3.8
HOMO in eV: -9.49

C3H7NO3 | the ωB97M-V functional and the def2-TZVPD basis

```
14
Properties=species:S:1:pos:R:3:forces:R:3:mulliken_charge:R:1
C 1.203581 0.093256 1.606632 1.20 0.09 -2.42 -0.563
N -1.271852 0.415910 1.235755 1.14 1.16 0.37 0.216
O -1.501322 -0.324394 0.210189 0.21 -0.61 -0.50 -0.312
O -2.000980 0.390928 2.191749 -0.69 -0.68 -0.87 -0.482
H 1.069546 -0.966404 1.796395 -0.04 -0.02 -0.36 0.363
H 2.233147 0.405124 1.491571 0.16 -0.32 0.31 0.251
H 0.693607 0.696882 2.347393 -0.46 0.28 -0.83 0.306
C -0.340689 0.105551 -2.101167 0.13 -0.02 0.33 -1.125
C 0.089275 -0.364525 -0.740296 -1.61 -0.90 0.56 0.470
O 0.956998 0.359312 -0.128302 0.19 0.78 3.30 -0.405
H 0.190699 -1.453259 -0.616668 -0.27 0.22 0.05 0.294
H 0.467817 -0.083798 -2.811406 -0.03 0.06 0.04 0.341
H -0.565358 1.169889 -2.064366 0.06 -0.01 -0.03 0.307
H -1.224469 -0.444472 -2.417479 0.02 -0.03 0.05 0.338
```
Positions in Å, forces in eV/Å.

Calculated values
Relative energy (zero: lowest compared OMol25 entry of this formula, charge and spin) in kcal per mole: 154.5
Frontier orbital gap in eV: 9.044
Spin multiplicity: 1
F_max in eV Å⁻¹: 3.4
HOMO in eV: -8.75

C3H7NO3 | the ωB97M-V functional and the def2-TZVPD basis

```
14
Properties=species:S:1:pos:R:3:forces:R:3:mulliken_charge:R:1
O -2.155355 0.038677 0.079122 0.32 -1.21 0.64 -0.530
C -1.549795 -0.210448 -0.929225 -0.15 2.80 -1.77 0.497
O -2.229549 -0.216359 -2.156873 0.45 0.31 0.97 -0.505
N -0.210295 -0.021707 -1.146406 1.18 -1.40 1.32 -0.148
C 0.686583 -0.504784 -0.067801 -0.51 0.61 1.48 -0.563
C 1.225985 0.487077 0.997494 -0.60 0.55 -0.52 -0.353
O 1.401010 -0.324142 2.142076 0.40 -0.36 0.14 -0.515
H -2.827673 0.518967 -1.941173 -0.58 -0.53 -0.64 0.341
H 0.114527 0.019351 -2.096069 -0.13 -0.29 -0.06 0.252
H 0.044436 -1.096795 0.592638 0.21 -0.38 -0.42 0.282
H 1.581456 -1.072659 -0.307541 -0.43 -0.37 -1.03 0.373
H 0.501366 1.276548 1.177005 -0.23 0.10 0.02 0.336
H 2.159487 0.968015 0.686666 0.08 -0.13 0.07 0.231
H 1.257818 0.138259 2.970086 0.00 0.30 -0.19 0.302
```
Positions in Å, forces in eV/Å.

Calculated values
Relative energy (zero: lowest compared OMol25 entry of this formula, charge and spin) in kcal per mole: 39.5
Frontier orbital gap in eV: 10.719
Spin multiplicity: 1
F_max in eV Å⁻¹: 3.3
HOMO in eV: -10.08

C3H7NO3 | the ωB97M-V functional and the def2-TZVPD basis

```
14
Properties=species:S:1:pos:R:3:forces:R:3:mulliken_charge:R:1
C -1.481783 -0.105648 -0.849426 -0.30 0.03 -1.71 -1.062
C -0.536311 0.863404 -0.175786 1.58 -0.42 0.13 0.641
O 0.169730 1.816411 -0.578846 -2.71 -2.86 0.81 -0.569
N -0.384350 0.449309 1.171916 -2.14 -0.98 -2.64 -0.190
C -0.480961 -0.711230 1.896469 -0.96 -0.77 -0.68 0.166
O -0.912399 -1.783434 1.526236 0.48 0.95 0.83 -0.520
H -1.458454 -1.203475 -0.584076 0.54 1.55 0.17 0.318
H -1.366964 0.009277 -1.918710 0.27 -0.14 -0.41 0.340
H -2.511131 0.209794 -0.728090 -0.28 0.23 0.55 0.344
H 0.272052 0.989493 1.529892 3.46 3.46 2.55 0.217
H -0.129659 -0.391936 2.889621 0.05 -1.09 0.42 0.319
O 2.994430 -0.280425 -2.232494 2.29 0.74 -0.51 -0.596
H 2.338978 -0.162722 -1.604902 -1.69 1.18 2.64 0.293
H 2.525873 -0.895170 -2.733856 -0.60 -1.88 -2.14 0.298
```
Positions in Å, forces in eV/Å.

Calculated values
Relative energy (zero: lowest compared OMol25 entry of this formula, charge and spin) in kcal per mole: 46.9
Frontier orbital gap in eV: 11.073
Spin multiplicity: 1
F_max in eV Å⁻¹: 5.5
HOMO in eV: -10.75

C3H7NO3 | the ωB97M-V functional and the def2-TZVPD basis

```
14
Properties=species:S:1:pos:R:3:forces:R:3:mulliken_charge:R:1
C -0.742313 -0.115264 -0.380043 0.37 -1.55 2.78 -0.120
C 1.292097 1.177427 -0.064790 1.84 -2.97 -3.46 -1.426
C 0.811734 -0.292010 0.062173 -1.90 0.80 -0.41 0.892
N -1.574809 -0.409510 0.502054 -0.78 0.70 -1.22 -0.352
O 1.362150 -1.112100 -0.938450 2.03 3.96 0.70 -0.514
O 0.916092 -0.904562 1.313200 0.54 -0.41 -1.17 -0.540
O -3.592350 -0.016680 -0.010992 2.98 4.44 -1.86 -0.474
H -0.759371 0.134463 -1.397709 -0.86 0.62 -1.38 0.403
H 1.333408 1.369469 -1.203207 -0.04 -0.02 1.89 0.331
H 0.728112 1.872396 0.409432 -2.26 1.81 1.36 0.448
H 2.267703 1.276682 0.334409 1.30 -0.05 0.19 0.387
H 0.925639 -1.904324 -0.944324 -1.75 -3.33 0.14 0.355
H 0.878238 -0.267066 2.012800 -0.11 0.63 0.52 0.318
H -3.846330 -0.808915 0.305446 -1.35 -4.63 1.94 0.290
```
Positions in Å, forces in eV/Å.

Calculated values
Relative energy (zero: lowest compared OMol25 entry of this formula, charge and spin) in kcal per mole: 145.1
Frontier orbital gap (alpha / beta) in eV: 8.947 / 10.386
Spin multiplicity: 1
F_max in eV Å⁻¹: 5.7
HOMO (alpha / beta) in eV: -9.53 / -10.91

C3H7NO3PS | the ωB97M-V functional and the def2-TZVPD basis

```
16
Properties=species:S:1:pos:R:3:forces:R:3:mulliken_charge:R:1
C 0.895444 -1.020606 -1.174707 0.03 -2.96 -1.06 0.131
C 1.296010 0.608773 0.541549 3.79 -2.57 -1.10 -1.166
C -1.416277 -0.666395 1.429648 1.16 -0.18 -1.63 -0.632
N 0.628919 0.188805 -0.662712 0.38 0.83 -0.58 0.156
O -0.750545 1.120272 -2.712080 0.00 -0.74 -1.18 -0.658
O 1.596845 -1.883937 -0.646477 0.18 0.99 0.32 -0.604
O -0.679166 2.465452 -0.530627 0.34 -1.07 0.29 -0.689
P -0.589231 1.177292 -1.269651 -2.31 0.28 1.28 0.751
S -2.308935 -0.576704 -0.157566 1.19 1.35 -1.46 -0.402
H 0.432995 -1.389199 -2.138355 -0.15 1.46 0.77 0.353
H 2.328801 1.016955 0.290789 -1.08 -0.22 0.09 0.276
H 0.755465 1.378584 0.954348 -1.24 1.27 1.61 0.418
H 1.552829 -0.364938 1.053614 -0.69 1.41 0.35 0.425
H -1.132427 0.355677 1.647287 -0.56 0.08 0.98 0.150
H -0.443010 -1.220820 1.401095 -1.01 0.01 -0.13 0.176
H -2.167718 -1.189208 1.973846 -0.04 0.07 1.44 0.313
```
Positions in Å, forces in eV/Å.

Calculated values
Relative energy (zero: lowest compared OMol25 entry of this formula, charge and spin) in kcal per mole: 9.6
Charge: -1
Frontier orbital gap in eV: 7.872
Spin multiplicity: 1
F_max in eV Å⁻¹: 4.7
HOMO in eV: -4.29

C3H7NO3S | the ωB97M-V functional and the def2-TZVPD basis

```
15
Properties=species:S:1:pos:R:3:forces:R:3:mulliken_charge:R:1
C 0.088377 -0.489723 0.041489 -0.76 -0.92 1.98 0.355
C -0.435250 0.707605 -0.582888 -0.13 -1.08 -1.40 -0.163
C -0.044407 -0.563830 1.586865 1.14 1.15 0.55 -1.099
N -0.850606 -0.153146 -2.909474 0.60 -0.69 0.99 -0.632
O -2.808852 0.159207 -1.466790 -0.68 -0.94 1.42 -0.595
O -1.911370 2.098159 -2.633003 -0.30 -1.27 -0.23 -0.639
O 0.807375 0.713373 -0.398123 1.41 0.97 -0.21 -0.289
S -2.144547 0.629382 -2.638117 -0.21 2.56 -0.38 0.854
H 0.334141 -1.428683 -0.493005 -0.36 1.07 -0.05 0.396
H -1.156326 1.468184 -0.940358 0.50 0.07 0.76 0.588
H -0.814396 0.202407 1.925964 0.63 -1.41 -0.28 0.328
H 0.935139 -0.183788 2.104955 -1.52 -0.82 -1.19 0.280
H -0.206709 -1.611884 1.940387 -0.24 1.07 -0.32 0.306
H -0.276720 0.395287 -3.526267 0.37 0.26 -0.33 0.263
H -3.053697 0.378399 -3.544755 -0.44 -0.02 -1.30 0.046
```
Positions in Å, forces in eV/Å.

Calculated values
Relative energy (zero: lowest compared OMol25 entry of this formula, charge and spin) in kcal per mole: 119.4
Frontier orbital gap in eV: 8.715
Spin multiplicity: 1
F_max in eV Å⁻¹: 2.6
HOMO in eV: -9.51

C3H7NO5 | the ωB97M-V functional and the def2-TZVPD basis

```
16
Properties=species:S:1:pos:R:3:forces:R:3:mulliken_charge:R:1
N -0.672946 0.941771 0.566312 -1.37 -2.78 -0.73 0.310
O -0.813150 -0.188989 0.788119 0.95 2.75 -0.46 -0.160
C -5.553590 0.933251 -0.401292 0.45 -0.07 -0.21 -0.587
O -4.664194 0.742631 -1.549072 -0.54 -0.05 -0.21 -0.279
C -3.778972 1.648903 -1.777005 -0.77 0.74 0.59 0.518
O -3.164297 1.559805 -2.907625 0.20 0.27 0.11 -0.249
C -2.339835 2.696709 -3.336389 -0.21 -0.29 0.06 -0.601
O -2.705914 1.320932 0.041741 -4.03 0.66 1.94 -0.558
O -1.771066 1.288867 -0.868108 5.24 -0.68 -0.97 -0.326
H -6.571931 0.774475 -0.756096 0.19 0.01 -0.13 0.258
H -5.296661 0.179817 0.343186 0.13 0.22 -0.10 0.243
H -5.447095 1.944438 0.000241 0.10 -0.23 -0.02 0.345
H -3.819302 2.594626 -1.236939 0.04 -0.11 -0.27 0.226
H -2.626585 2.891618 -4.367029 -0.09 -0.06 0.03 0.247
H -2.540802 3.576517 -2.724316 0.03 -0.19 0.07 0.356
H -1.280849 2.437761 -3.299237 -0.30 -0.20 0.28 0.257
```
Positions in Å, forces in eV/Å.

Calculated values
Relative energy (zero: lowest compared OMol25 entry of this formula, charge and spin) in kcal per mole: 239.3
Frontier orbital gap (alpha / beta) in eV: 7.175 / 7.179
Spin multiplicity: 1
F_max in eV Å⁻¹: 5.4
HOMO (alpha / beta) in eV: -6.68 / -6.68